A molecular structure, C6H9ClSi. Source: the Open Molecules 2025 dataset; level of theory: the ωB97M-V functional and the def2-TZVPD basis.

## Properties
HOMO ... -9.56 eV
Gap between HOMO and LUMO ... 0.338 Eh
LUMO energy ... -0.363 eV
Relative energy (zero: lowest compared OMol25 entry of this formula, charge and spin) ... 230.5 kJ/mol

```
17
Properties=species:S:1:pos:R:3:mulliken_charge:R:1
C -1.84350 -0.31705 -2.03916 -0.660
C -0.44743 1.34735 2.52104 -0.467
C 2.49479 0.06708 -0.82952 -0.626
C -1.23977 0.41610 -1.09686 -0.254
C -0.21666 0.14935 2.02051 -0.279
C 1.56580 -0.73393 -0.33493 -0.160
Si -0.15736 -0.29899 0.21869 0.426
Cl -0.99538 -2.97140 0.00316 -0.539
H -2.42371 0.21620 -2.83164 0.229
H -1.59369 -1.30663 -2.11067 0.274
H -0.43085 1.47711 3.62541 0.234
H -0.77791 2.17450 1.88946 0.231
H 3.45794 -0.24293 -1.11147 0.286
H 2.37779 1.15274 -0.93183 0.199
H -1.39310 1.42245 -1.14104 0.417
H -0.13287 -0.77853 2.52923 0.339
H 1.75591 -1.77343 -0.38034 0.349
```


A molecular structure, C34H39AsFeN9S3. Source: the Open Molecules 2025 dataset; level of theory: the ωB97M-V functional and the def2-TZVPD basis.

## Properties
Charge ... +2
Expectation value of S² ... 0.8260
HOMO (spin up / spin down) ... -13.11 / -13.11 eV
Multiplicity ... 2
Gap between HOMO and LUMO (spin up / spin down) ... 0.258 / 0.266 Eh
LUMO energy (spin up / spin down) ... -6.095 / -5.877 eV
Relative energy (zero: lowest compared OMol25 entry of this formula, charge and spin) ... 134.3 kJ/mol

```
87
Properties=species:S:1:pos:R:3:mulliken_charge:R:1
Fe -0.42072 -0.74553 0.10241 0.436
C 3.29737 -0.69346 4.31991 -0.807
S 1.50360 -0.51229 4.35628 0.075
C 1.09158 -0.63034 2.68373 0.369
S -0.60148 -0.55391 2.34330 -0.391
N 2.02192 -0.76982 1.78279 -1.829
N 1.50200 -0.90460 0.51810 1.875
C 2.30691 -0.91696 -0.47350 -0.943
C 1.68750 -0.99553 -1.79722 0.893
C 2.39203 -0.98765 -2.98308 -1.029
C 1.67828 -0.96640 -4.17597 -0.515
C 0.29457 -0.97157 -4.13385 -0.912
C -0.34232 -0.99818 -2.90183 -0.469
N 0.34023 -1.01309 -1.75932 0.936
H 3.63675 -0.46914 5.32869 0.389
H 3.73118 0.00587 3.61172 0.269
H 3.56928 -1.71210 4.05632 0.249
H 3.37795 -0.83992 -0.32370 0.493
H 3.47311 -0.97456 -2.96296 0.591
H 2.19798 -0.93831 -5.12409 0.476
H -0.29293 -0.94364 -5.04021 0.518
H -1.42070 -1.00135 -2.81249 0.512
C -3.04940 5.38986 -0.64235 -1.372
C -2.23772 5.14685 0.62844 0.636
C -2.88173 4.07434 1.50695 -1.110
C -0.76818 4.82527 0.32777 -0.876
N -0.52995 3.40889 0.00238 0.497
C 0.31493 2.56037 0.56860 -0.438
N 0.19036 1.38195 -0.01241 0.226
N -0.78436 1.55482 -0.93883 0.319
N -1.22012 2.75312 -0.94007 -0.948
H -4.07124 5.66982 -0.38371 0.405
H -3.08184 4.49841 -1.26920 0.217
H -2.62663 6.20555 -1.23018 0.415
H -2.20931 6.07936 1.19723 0.414
H -3.06789 3.15693 0.94179 -0.114
H -3.84028 4.43238 1.88279 0.504
H -2.26446 3.82854 2.37453 0.367
H -0.14846 5.03516 1.19808 0.307
H -0.40365 5.41938 -0.50945 0.345
H 0.99231 2.80471 1.36992 0.430
C -5.86047 -0.00848 2.21855 -1.112
N -4.65085 -0.46690 1.53316 -0.155
C -4.05948 -0.02342 0.43539 0.690
S -2.72514 -0.95604 -0.17314 -0.749
N -4.41588 1.05025 -0.25759 -0.103
C -5.56460 1.94864 -0.12557 -1.008
H -6.16030 -0.79412 2.90547 0.368
H -6.67195 0.15753 1.51641 0.401
H -5.67515 0.89810 2.79256 0.340
H -4.17273 -1.25365 1.94550 0.223
H -3.84836 1.18457 -1.08086 0.225
H -5.79877 2.14602 0.91317 0.389
H -6.44189 1.54623 -0.63084 0.352
H -5.29489 2.89092 -0.59560 0.303
C -2.19426 -5.46302 3.75223 -0.601
C -1.05722 -4.68815 3.94518 -0.839
C -0.50285 -3.99689 2.88089 -0.199
C -1.07567 -4.10346 1.61643 0.911
C -2.20561 -4.88726 1.41629 -0.365
C -2.76179 -5.56871 2.49134 -0.772
As -0.28043 -3.15387 0.14863 1.549
C -0.90079 -4.00380 -1.45510 0.212
C -2.14708 -3.91454 -2.05696 -0.391
C -2.37343 -4.60700 -3.23968 -0.906
C -1.35480 -5.36017 -3.81081 -0.986
C -0.10399 -5.43049 -3.21440 -0.767
C 0.13838 -4.74136 -2.03262 0.260
C 1.42027 -4.73298 -1.28733 0.828
C 2.57143 -5.42141 -1.65313 -0.708
C 3.69491 -5.36860 -0.84207 -0.986
C 3.68355 -4.64028 0.34289 -0.803
C 2.54542 -3.93958 0.71569 -0.798
C 1.42868 -3.98959 -0.10356 0.408
H -2.63744 -5.98669 4.58874 0.414
H -0.60249 -4.62424 4.92470 0.450
H 0.37444 -3.38126 3.04168 0.160
H -2.63755 -4.98874 0.42925 0.353
H -3.63413 -6.19041 2.33910 0.447
H -2.93277 -3.32146 -1.60810 0.391
H -3.34468 -4.56370 -3.71413 0.477
H -1.53809 -5.89956 -4.73054 0.443
H 0.67511 -6.02388 -3.67471 0.462
H 2.59484 -6.00685 -2.56282 0.438
H 4.58644 -5.90956 -1.12988 0.433
H 4.55986 -4.62414 0.97688 0.474
H 2.53677 -3.37163 1.63789 0.433
```


13 unconnected molecules or ions with the total composition C60H71N7O20. Source: the Open Molecules 2025 dataset; level of theory: the ωB97M-V functional and the def2-TZVPD basis.

## Properties
HOMO ... -9.55 eV
Gap between HOMO and LUMO ... 0.300 Eh
LUMO energy ... -1.388 eV

```
158
Properties=species:S:1:pos:R:3:mulliken_charge:R:1
C 0.51026 -0.68513 5.69641 -0.242
C -0.69879 -0.54687 6.49377 -0.661
C -0.68809 -1.19735 7.69556 -0.274
C 0.46953 -1.80003 8.17037 0.100
C 1.69070 -1.76229 7.46588 -0.503
C 1.65736 -1.24617 6.20962 -0.575
N 0.33301 -2.60628 9.36639 0.960
O -0.41938 -2.24667 10.26783 -0.570
O 1.10208 -3.54101 9.47667 -0.577
H 0.51247 -0.36761 4.66414 0.653
H -1.54340 -0.02750 6.06562 0.331
H -1.55803 -1.23948 8.33417 0.462
H 2.55473 -2.27372 7.86374 0.434
H 2.62666 -1.34938 5.74467 0.451
C -3.10471 -4.58487 6.25871 -0.446
C -2.27067 -5.06929 5.23769 -0.813
C -1.95754 -4.22094 4.13163 -0.348
C -2.37120 -2.81071 4.07666 -0.080
C -3.27270 -2.42263 5.10295 -0.208
C -3.64722 -3.27019 6.14016 -0.526
N -1.93296 -1.95566 2.98899 1.664
O -1.08673 -2.37786 2.26410 -0.669
O -2.42098 -0.89734 2.91382 -0.539
H -3.43786 -5.24584 7.04517 0.455
H -2.09798 -6.13472 5.19964 0.387
H -1.49197 -4.65719 3.26024 0.323
H -3.58537 -1.38954 5.06591 0.399
H -4.46358 -2.95053 6.77084 0.423
C 5.34327 0.51401 -2.54613 -0.148
C 4.48078 -0.57258 -2.60146 0.116
C 4.43248 -1.28282 -3.78497 0.458
C 5.23762 -0.90291 -4.88195 -0.320
C 6.07119 0.25234 -4.80988 -0.525
C 6.19880 0.91527 -3.61741 -0.932
N 5.24268 -1.70265 -6.10245 0.887
O 6.17677 -1.77160 -6.87220 -0.589
O 4.21840 -2.35869 -6.36794 -0.513
H 5.42010 1.05643 -1.61539 0.241
H 3.64950 -0.71436 -1.92671 -0.055
H 3.76085 -2.12692 -3.83801 0.394
H 6.64951 0.55160 -5.67150 0.484
H 6.89943 1.73715 -3.61375 0.436
C 1.64376 3.42544 -1.74875 -0.326
C 2.40045 2.77150 -2.67938 -0.708
C 2.83113 3.41285 -3.83258 -0.235
C 2.46338 4.76263 -4.12160 -0.257
C 1.77986 5.39084 -3.14197 -0.164
C 1.33443 4.79367 -1.99406 -1.200
N 3.00489 5.47118 -5.31884 0.915
O 3.11069 4.81532 -6.38208 -0.558
O 3.22997 6.59826 -5.17292 -0.546
H 1.33339 2.84553 -0.89213 0.855
H 2.72821 1.76560 -2.46229 0.624
H 3.48790 2.82671 -4.45827 0.497
H 1.65920 6.44236 -3.35681 0.427
H 0.78772 5.32067 -1.22609 0.585
C 1.51296 -3.85187 -3.82424 -0.166
C 1.45397 -4.93290 -4.68982 -0.754
C 0.92250 -4.72000 -5.97300 -0.440
C 0.58352 -3.43617 -6.40205 -0.127
C 0.71345 -2.37674 -5.53754 -0.365
C 1.18316 -2.57312 -4.20334 -0.778
N -0.05985 -3.23799 -7.70540 0.979
O -0.73772 -2.21742 -7.92497 -0.579
O 0.23827 -4.04095 -8.58224 -0.563
H 1.92937 -3.98087 -2.83613 0.218
H 1.85908 -5.91244 -4.48296 0.420
H 0.91609 -5.57895 -6.62765 0.412
H 0.39158 -1.39599 -5.85524 0.496
H 1.25642 -1.72867 -3.53407 1.141
C -4.33982 5.14708 -3.60361 -0.280
C -5.27100 4.34677 -2.95826 -0.914
C -4.68910 3.36840 -2.15896 -0.232
C -3.28339 3.30828 -1.96516 -0.009
C -2.44575 4.16714 -2.68767 -0.207
C -3.02042 5.13588 -3.46856 -0.619
N -2.71956 2.21181 -1.16179 1.618
O -1.49885 2.24831 -0.86002 -0.449
O -3.48761 1.38773 -0.69534 -0.809
H -4.75544 5.96938 -4.16706 0.328
H -6.34791 4.42590 -2.93860 0.431
H -5.31952 2.65526 -1.64866 0.444
H -1.37890 4.10959 -2.52980 0.276
H -2.45599 5.92798 -3.93803 0.452
C -2.33652 2.26613 4.39807 -0.820
C -3.25646 2.83137 5.26427 -0.761
C -4.47409 3.30999 4.80383 -0.676
C -4.80325 3.05850 3.41874 0.109
C -3.84533 2.47635 2.54132 -0.605
C -2.58830 2.11306 3.03124 0.843
N -6.10968 3.50415 2.84991 0.942
O -6.44392 3.00448 1.78368 -0.555
O -6.92402 4.07339 3.53950 -0.615
H -1.41194 1.80089 4.70650 0.774
H -2.94955 2.82467 6.29972 0.500
H -5.20273 3.67298 5.51357 0.452
H -4.07105 2.23191 1.51384 0.607
H -1.89875 1.60253 2.37527 -0.217
C -2.42474 -4.59561 -0.07115 -0.452
C -3.50673 -3.98355 -0.85821 0.705
O -3.99716 -4.49565 -1.87196 -0.626
C -4.08635 -2.67861 -0.41856 -0.345
H -2.43666 -4.19107 0.94094 -0.094
H -1.51193 -4.25947 -0.56296 -0.010
H -2.50986 -5.66800 -0.24670 0.455
H -3.33337 -1.89049 -0.41851 -0.193
H -4.60406 -2.64944 0.54020 0.383
H -4.79264 -2.38665 -1.19574 0.276
C 3.86573 2.54605 2.55063 -0.771
C 3.73791 1.07790 2.45411 0.682
O 3.36807 0.38917 3.40133 -0.564
C 4.32074 0.30801 1.22323 -0.654
H 3.07531 2.89101 1.88406 -0.170
H 4.83896 2.85317 2.16776 0.471
H 3.62072 2.74673 3.59361 0.285
H 3.62851 0.35561 0.38261 -0.027
H 4.49991 -0.71204 1.56311 0.304
H 5.24890 0.69890 0.80632 0.507
C 0.02913 6.00415 4.29735 -1.169
C 0.01747 5.25574 2.98439 0.639
O -0.72584 5.77352 2.10841 -0.598
C 0.80346 3.94837 2.83843 -0.068
H -0.32951 7.03202 4.24304 0.339
H 1.05119 6.02035 4.67582 0.362
H -0.70219 5.49873 4.92807 0.225
H 0.07291 3.14336 2.75886 -0.147
H 1.42159 3.82534 3.72775 0.371
H 1.44323 3.89134 1.95779 0.008
C -4.84977 -1.40733 -4.55890 -1.138
C -3.86574 -0.32632 -4.82730 0.664
O -3.69118 0.14349 -5.93409 -0.587
C -2.95220 0.06659 -3.66495 -0.319
H -5.42389 -1.18093 -3.66044 0.305
H -4.31193 -2.33273 -4.35283 0.273
H -5.57986 -1.62777 -5.33765 0.349
H -2.47021 1.02808 -3.84193 0.315
H -2.01124 -0.46901 -3.53909 0.147
H -3.39001 0.09802 -2.66724 0.034
C 0.12021 0.11232 1.11448 0.277
C 0.52651 -0.62123 -0.25225 -0.163
O 1.66042 -0.52553 -0.79189 -0.046
C -0.62470 -1.34347 -0.91952 0.811
H 0.56873 -0.43041 1.94657 0.410
H -0.94416 0.32513 1.01481 -0.348
H 0.72117 1.01955 1.05235 -0.082
H -1.12032 -0.56006 -1.49286 -0.339
H -1.31020 -1.59053 -0.10887 -0.708
H -0.22557 -2.24590 -1.38258 0.224
C 6.20627 -4.62972 -1.38846 -1.318
C 4.74518 -4.46363 -1.71370 0.993
O 4.39963 -4.65402 -2.87539 -0.499
C 3.72926 -3.98323 -0.73606 -0.908
H 6.67632 -4.96642 -2.31247 0.377
H 6.47923 -5.21324 -0.50921 0.368
H 6.75267 -3.69013 -1.30639 0.282
H 4.01642 -4.31794 0.26074 0.437
H 2.82459 -4.58556 -0.81891 0.353
H 3.44378 -2.93283 -0.79315 -0.048
```


2 unconnected molecules or ions with the total composition C5H12O. Source: the Open Molecules 2025 dataset; level of theory: the ωB97M-V functional and the def2-TZVPD basis.

## Properties
SMILES string ... CC=C(C)C.O
HOMO ... -9.10 eV
Gap between HOMO and LUMO ... 0.367 Eh
LUMO energy ... 0.878 eV
Relative energy (zero: lowest compared OMol25 entry of this formula, charge and spin) ... 109.2 kJ/mol

```
18
Properties=species:S:1:pos:R:3:mulliken_charge:R:1
C 0.60897 -0.34735 -1.66339 -1.580
C 0.07986 -0.96710 -0.39509 -0.182
C -0.59068 -0.35512 0.56985 1.094
C -1.29100 -1.24229 1.60124 -1.319
C -0.92929 1.10601 0.67581 -1.263
H 0.35460 -0.92276 -2.55886 0.382
H 0.26453 0.65712 -1.86431 0.270
H 1.68640 -0.40836 -1.76937 0.449
H 0.32519 -2.02383 -0.42441 0.241
H -2.36001 -1.15910 1.40107 0.330
H -0.97072 -1.02657 2.61686 0.317
H -1.11868 -2.27763 1.30814 0.344
H -0.21394 1.58666 1.34484 0.232
H -1.91396 1.29823 1.09684 0.368
H -0.92514 1.54606 -0.31731 0.334
O 2.59869 1.58873 -0.77527 -0.645
H 2.38264 0.71681 -0.46213 0.320
H 2.01254 2.23048 -0.38450 0.308
```